C32H68N8O16 | wB97M-V/def2-TZVPD

XYZ file:
```
124
Properties=species:S:1:pos:R:3:forces:R:3:lowdin_charge:R:1
O 1.4511 2.3306 -0.2184 -0.1228 -1.5637 0.4072 -0.455
C 1.5579 0.9483 -0.4796 -1.0636 2.7622 -0.4905 -0.502
C 0.2501 0.0241 -0.7140 -1.2524 0.7877 -1.5236 -0.511
O -0.7894 0.3947 -1.5942 1.7022 -0.4090 1.2284 -0.447
H 2.2117 0.4931 0.2644 0.1126 -1.0132 0.8598 0.022
H 2.1313 0.8890 -1.4047 0.2268 -0.5662 -0.9810 0.035
H -0.1477 -0.3478 0.2303 -0.4665 0.6055 1.4878 0.019
H 0.6696 -0.9333 -1.0230 1.0650 -0.8636 -0.7773 0.015
C -3.9263 -4.6650 0.9066 -1.4834 2.6748 0.7474 -0.118
C -4.7701 -4.4475 2.1963 1.0777 0.9949 -0.3637 -0.129
O -4.7649 -5.7409 2.7391 0.4142 -1.5809 1.1483 0.035
C -3.5575 -6.3182 2.3833 -0.6661 -1.8488 0.4596 -0.552
O -2.9772 -7.2576 2.8777 -1.3399 1.4931 0.0429 0.138
O -3.1753 -5.7749 1.2562 1.5078 -0.1308 -1.5941 0.085
H -3.2935 -3.7984 0.7149 0.2661 -0.1848 0.0835 0.139
H -4.6021 -4.7067 0.0525 0.2750 -1.0937 -0.2375 0.128
H -5.7526 -3.9917 2.0737 -0.0892 -0.6396 -0.1595 0.132
H -4.2327 -3.8329 2.9185 0.1018 0.3889 -0.1309 0.125
C -0.0299 -4.6175 -4.3091 -0.5958 0.4546 1.1174 -0.116
C -0.5871 -3.7466 -5.4155 0.6941 1.1804 0.6857 -0.146
O -1.3872 -4.6089 -6.1549 -0.5828 -1.8901 -0.5864 0.049
C -1.1540 -5.9115 -5.8158 0.2671 -0.7164 -0.5720 -0.481
O -1.6419 -6.8504 -6.4194 1.1385 1.7280 1.7104 0.113
O -0.2430 -5.9690 -4.7440 -1.1247 0.0758 -1.9694 0.034
H -0.6344 -4.4868 -3.4115 0.1305 0.0225 0.1488 0.130
H 0.9996 -4.3696 -4.0507 0.0315 -0.5251 -0.2481 0.132
H 0.2106 -3.3029 -6.0113 -0.0725 -0.1719 -0.3455 0.131
H -1.2100 -2.9322 -5.0457 0.1415 -0.0353 0.1418 0.140
C -3.5064 6.0292 4.3503 -0.7912 -0.9228 0.7020 -0.018
C -2.3872 5.5713 3.4098 -1.8400 1.4010 -3.4974 -0.538
O -2.5390 5.5548 2.1711 -0.7968 -0.0119 1.8837 0.016
N -1.1918 5.2953 3.8648 1.3090 -0.7023 1.0536 0.002
C -0.7559 5.2482 5.2148 0.2746 -0.9682 0.4937 -0.097
H -3.2871 6.7400 5.1470 0.4688 0.3432 -0.4135 0.068
H -3.9171 5.2033 4.9312 0.5360 -0.6972 0.1749 0.069
H -4.4471 6.2878 3.8642 0.6277 0.5864 -0.7350 0.076
H -0.5382 4.8798 3.2166 -0.3172 0.1912 -0.4998 0.160
H -0.0750 6.0818 5.3869 -0.0136 -0.1147 0.6429 0.083
H -0.2665 4.2796 5.3171 0.6725 0.1888 0.2652 0.085
H -1.5546 5.1371 5.9481 -0.1841 0.7121 -0.1347 0.078
C -3.4345 -2.7078 8.3682 0.2329 -1.2134 -0.0319 -0.021
C -2.8432 -1.9259 7.1819 -1.7077 1.0519 0.2550 -0.527
O -3.4264 -0.8941 6.8019 1.2900 -1.3743 0.4007 0.000
N -1.7558 -2.4650 6.5735 -0.4586 1.1741 -0.5727 0.007
C -1.0482 -1.7511 5.4833 0.7609 -0.4130 0.3253 -0.063
H -3.0130 -2.5826 9.3656 0.4043 0.7665 -0.1955 0.070
H -3.2655 -3.7735 8.2139 0.0058 -0.2520 -0.2595 0.061
H -4.5135 -2.6178 8.4934 0.1163 0.5027 -0.4416 0.075
H -1.3908 -3.3620 6.8602 -0.1461 0.3067 0.0322 0.129
H -1.4350 -0.7923 5.1381 -0.7748 -0.3417 0.5512 0.085
H -0.9487 -2.3869 4.6036 0.0149 -0.0480 0.1022 0.075
H -0.0590 -1.5098 5.8723 0.2223 -0.1246 -0.2451 0.074
C -8.3916 0.6095 5.2820 -0.2043 -0.3794 0.5699 -0.014
C -7.9919 0.9312 3.8687 0.0157 -0.7173 2.1428 -0.651
O -8.8762 1.2299 3.1274 -1.6314 0.8087 -2.1512 0.057
N -6.7262 0.8281 3.5447 2.0300 0.2611 -1.8458 0.034
C -6.2338 1.1056 2.1745 0.8685 0.1780 0.1051 -0.048
H -7.6975 0.1587 5.9914 0.5037 0.2624 -0.2716 0.069
H -9.1775 -0.1345 5.1524 -0.3335 0.3020 0.2380 0.079
H -8.7763 1.5452 5.6877 -0.2528 -0.2379 0.1972 0.082
H -6.0194 0.6375 4.2406 -0.3061 -0.0116 -0.0954 0.137
H -6.2973 2.1272 1.7997 -0.3086 0.3668 0.7894 0.085
H -6.6799 0.5612 1.3421 -0.2472 -0.6598 0.6085 0.081
H -5.1641 0.9017 2.2204 -0.0604 -0.1778 -0.2944 0.086
C 5.5967 6.6465 1.3184 -1.2787 0.2121 0.5350 -0.003
C 6.0492 5.7996 2.5070 2.2394 0.1434 -0.4783 -0.569
O 7.1014 6.0746 3.0585 0.4234 0.2382 0.5375 0.005
N 5.3278 4.7102 2.8205 -0.6380 -0.0171 -0.6898 0.022
C 5.7206 3.5659 3.6556 -0.3959 0.5056 0.8226 -0.060
H 6.3238 6.9346 0.5591 0.4169 -0.8424 0.2714 0.079
H 5.3056 7.6248 1.7009 -0.2865 -0.0081 0.2486 0.076
H 4.7175 6.1931 0.8606 0.0161 0.2049 -0.3291 0.075
H 4.5298 4.7098 2.2014 -0.3644 -1.2639 0.4345 0.128
H 4.9839 3.3911 4.4397 -0.5390 -0.0765 -0.3405 0.072
H 6.5867 3.7599 4.2884 0.3695 0.5213 -0.7206 0.075
H 5.8731 2.6241 3.1284 -0.0717 0.2983 -0.3825 0.080
C 3.8186 -4.7622 1.4206 -0.4787 0.4678 0.5994 -0.015
C 4.8684 -4.0741 0.5187 -0.9826 -1.9724 -3.1711 -0.542
O 5.0464 -4.4392 -0.6625 -0.1973 -0.1255 1.5219 -0.019
N 5.5266 -3.0456 1.0005 0.4215 1.0616 2.1486 0.002
C 6.5673 -2.2444 0.3673 -0.5171 0.3495 0.1338 -0.058
H 2.7865 -4.6037 1.1081 0.1861 0.2265 -0.8578 0.078
H 3.7374 -4.3594 2.4302 0.6278 0.1947 0.2035 0.057
H 3.8818 -5.8434 1.5439 0.6451 0.0520 -0.4312 0.072
H 5.1875 -2.7869 1.9160 0.4418 0.4330 -0.0920 0.128
H 7.2415 -1.8503 1.1277 0.1976 -0.5047 0.1355 0.073
H 6.1484 -1.3301 -0.0529 -0.2323 -0.1995 -0.4777 0.086
H 7.0977 -2.8202 -0.3912 -0.1605 0.0393 0.1542 0.082
C 5.1323 -2.1499 -5.2561 0.3861 0.6954 0.8383 -0.003
C 5.0229 -3.3083 -6.1704 -0.7241 1.7896 0.3497 -0.643
O 4.6745 -3.1042 -7.2987 -0.2618 -0.2490 -2.7280 0.050
N 5.1467 -4.5091 -5.6549 0.7950 -2.6889 0.6951 0.018
C 4.9052 -5.7239 -6.4426 -0.5517 -0.0683 0.3965 -0.063
H 6.1600 -1.9083 -4.9849 0.1012 -0.2608 0.2001 0.080
H 4.5580 -2.3790 -4.3584 0.0763 0.3940 0.2009 0.089
H 4.7527 -1.2607 -5.7594 -0.2196 -0.2564 0.1190 0.090
H 5.3032 -4.5844 -4.6600 0.0003 -0.1479 -0.2020 0.142
H 5.2784 -5.6726 -7.4654 0.1514 0.3551 0.2255 0.080
H 3.8350 -5.9227 -6.5012 -0.1758 0.1624 -0.1821 0.078
H 5.3042 -6.6157 -5.9592 0.3761 0.2913 0.1653 0.075
C 5.8289 5.9054 -5.5058 0.5351 1.1204 0.3300 -0.015
C 5.0278 5.3830 -4.3686 -1.7029 -0.9080 -1.0516 -0.601
O 3.8372 5.6284 -4.3647 -0.5701 0.6110 0.3742 0.043
N 5.5350 4.5445 -3.4614 1.1660 -1.2732 1.2403 0.026
C 6.9483 4.1795 -3.3481 0.0545 1.1321 -0.7386 -0.080
H 6.2547 6.8159 -5.0842 0.8677 0.0588 -0.0908 0.083
H 5.1337 6.3400 -6.2241 0.0236 -0.7122 -0.2091 0.085
H 6.5901 5.2373 -5.9086 -0.0754 0.2015 -0.0511 0.074
H 4.8721 4.2147 -2.7744 -0.0951 -0.0641 -0.0700 0.154
H 7.3227 3.6862 -4.2451 -0.1616 -0.1454 -0.1507 0.070
H 7.2743 3.5584 -2.5138 -0.8013 0.1862 0.1935 0.083
H 7.4520 5.1447 -3.2949 0.6891 -0.1813 0.2138 0.075
C -7.7261 2.0973 -5.4988 -0.7166 -0.2695 -0.6548 -0.011
C -6.6530 1.6847 -4.5167 -0.0785 2.1881 0.6561 -0.595
O -6.1855 2.4562 -3.7156 -0.1039 1.8790 0.7249 0.055
N -6.1595 0.4765 -4.5078 -0.0013 -3.1994 -0.7389 0.016
C -6.6475 -0.6041 -5.2976 0.4706 -1.2124 -0.5908 -0.103
H -7.5082 1.7595 -6.5120 0.1668 -0.0212 -0.0670 0.074
H -7.9294 3.1675 -5.5365 0.6910 -0.0057 0.3317 0.080
H -8.7089 1.6820 -5.2756 0.0413 -0.4184 0.2935 0.074
H -5.4107 0.2335 -3.8752 -0.0734 0.6953 0.1456 0.163
H -6.0817 -0.7075 -6.2234 -0.2120 0.2216 -0.4689 0.081
H -7.7171 -0.5799 -5.5062 0.0867 0.1845 0.0706 0.080
H -6.4204 -1.5495 -4.8048 -0.2690 0.0068 0.3158 0.082
```
Forces are in eV/Å.

Results
charge	-2
Kohn-Sham gap	1.89	eV
max |F|	4.2	eV/Å
HOMO	0.043	Ha
ΔE to the lowest compared entry with this formula, charge and spin	479.1	kJ/mol